(1)
Entry from the OMol25 dataset: a structure of composition C47H39Cl5N5O4PZr in a non-equilibrium geometry (ωB97M-V with the def2-TZVPD basis set).

```
102
Properties=species:S:1:pos:R:3:forces:R:3:lowdin_charge:R:1
Zr 0.941706 -0.987258 -0.569400 -0.100 -0.101 0.310 1.617
C 3.126006 -0.555758 3.537500 0.005 -0.048 0.040 -0.047
C 2.031606 -0.699458 4.547500 -0.081 0.109 -0.007 -0.268
C 2.314406 -0.544658 5.897800 -0.010 -0.027 0.036 -0.047
C 1.323906 -0.661958 6.856500 -0.005 0.013 0.055 -0.082
C 0.024306 -0.930658 6.465700 0.015 -0.052 0.109 -0.079
C -0.268394 -1.107258 5.124800 -0.064 0.030 -0.099 -0.093
C 0.722506 -1.000458 4.152300 0.039 0.522 -0.027 -0.292
P 0.378506 -1.326758 2.360400 -0.503 -1.575 0.848 1.154
C -1.429794 -1.656458 2.436500 0.073 0.104 -0.107 -0.333
C -1.967994 -2.929058 2.274300 0.096 0.071 0.219 -0.084
C -3.338294 -3.120058 2.250900 -0.001 -0.025 0.029 -0.079
C -4.184594 -2.032558 2.361500 -0.030 -0.055 0.072 -0.092
C -3.656994 -0.760058 2.493100 -0.051 -0.025 -0.053 -0.059
C -2.286594 -0.548358 2.529000 0.067 -0.149 0.162 -0.317
C -1.738994 0.837442 2.701500 0.033 0.041 0.006 -0.065
C 1.137906 -2.996058 2.377900 0.177 0.162 -0.404 -0.328
C 0.848206 -3.926058 3.369800 0.122 -0.233 0.016 -0.093
C 1.464806 -5.161658 3.379000 -0.151 -0.007 0.137 -0.079
C 2.360206 -5.481358 2.370100 0.100 0.010 -0.162 -0.081
C 2.662306 -4.560858 1.387900 0.104 0.120 0.060 -0.089
C 2.097706 -3.278158 1.386700 -0.249 -0.289 0.723 -0.392
C 2.528706 -2.257058 0.417200 0.587 0.130 -0.459 -0.285
H 3.972306 -0.016958 3.958300 0.047 0.054 -0.034 0.084
H 2.752906 -0.020758 2.662500 0.120 0.007 -0.101 0.050
H 3.472706 -1.541458 3.225300 0.057 -0.029 -0.139 0.089
H 3.329706 -0.326258 6.201400 0.068 0.030 -0.006 0.110
H 1.567006 -0.538558 7.902000 0.005 0.028 0.072 0.102
H -0.762694 -1.008058 7.203100 -0.039 -0.027 0.019 0.103
H -1.286594 -1.328458 4.838700 -0.054 -0.019 -0.036 0.105
H -1.309594 -3.779858 2.177800 -0.001 -0.051 -0.047 0.102
H -3.737494 -4.116358 2.136800 -0.067 -0.126 -0.024 0.111
H -5.253594 -2.176658 2.341500 -0.143 0.010 -0.039 0.106
H -4.327294 0.084742 2.544200 -0.056 0.158 0.079 0.112
H -2.523294 1.526142 3.008900 -0.020 0.062 -0.008 0.087
H -1.301194 1.202042 1.771100 0.045 0.067 0.073 0.028
H -0.957694 0.844042 3.459700 0.012 0.164 0.075 0.065
H 0.130706 -3.681958 4.139000 -0.052 0.051 0.130 0.108
H 1.254706 -5.872658 4.163300 -0.078 -0.072 0.070 0.100
H 2.838906 -6.449858 2.360900 0.030 -0.095 -0.016 0.102
H 3.371406 -4.818958 0.611400 0.068 0.013 -0.025 0.109
H 3.224206 -2.702058 -0.311300 -0.098 0.214 0.201 0.064
H 3.056506 -1.454458 0.948700 0.174 -0.127 -0.044 0.034
Cl -1.854794 0.315742 -0.611900 -0.733 0.614 0.066 0.829
C -2.131894 -1.388158 -0.670600 0.292 -0.676 0.123 -0.668
C -0.962394 -2.123558 -0.560000 -1.739 -0.652 -0.157 -0.368
C -1.097394 -3.493658 -0.747700 -0.033 0.591 -0.009 -0.693
Cl 0.396206 -4.326358 -0.834300 -0.074 -1.026 -0.160 0.825
C -2.327094 -4.123658 -0.901500 0.089 0.197 0.051 -0.706
Cl -2.435494 -5.831958 -1.026100 0.053 -0.104 -0.027 0.696
C -3.482394 -3.338658 -0.918400 0.163 0.086 -0.016 -0.717
Cl -5.023394 -4.081758 -1.028900 -0.131 -0.075 -0.017 0.695
C -3.390994 -1.947758 -0.835200 0.114 -0.046 0.004 -0.703
Cl -4.805494 -0.977958 -0.895100 -0.024 0.172 -0.080 0.707
C 5.230506 -0.433458 -2.571700 -0.074 0.089 0.200 0.004
C 3.776906 -0.525358 -2.253700 0.298 0.688 0.955 -0.272
N 3.234306 0.030642 -1.225400 0.205 0.117 0.310 -0.029
O 4.085306 0.693642 -0.336300 0.046 -0.370 -0.611 -0.008
C 2.812506 -1.258258 -3.058100 -0.320 -0.384 -0.107 -0.270
C 2.995706 -1.501358 -4.527100 -0.340 -0.086 0.368 -0.006
N 1.759906 -1.579858 -2.368000 1.376 -0.432 -2.542 -0.307
O 0.644606 -2.035758 -2.856200 0.083 0.441 0.441 -0.179
H 5.786006 -0.578958 -1.646600 0.122 -0.014 -0.026 0.089
H 5.472506 0.561942 -2.939800 0.055 0.090 -0.045 0.097
H 5.534006 -1.168458 -3.307300 0.000 -0.099 -0.093 0.080
H 3.486806 1.031842 0.352500 -0.053 -0.225 -0.310 0.081
H 3.425306 -0.629258 -5.018600 0.033 0.024 0.005 0.087
H 2.020606 -1.721258 -4.959900 0.015 -0.028 -0.051 0.076
H 3.646706 -2.357458 -4.706900 0.039 -0.027 -0.037 0.088
C -5.232694 4.002242 -5.342200 -0.076 0.043 -0.231 -0.085
O -4.821994 3.819042 -4.007700 0.160 0.001 0.368 -0.076
C -3.711994 4.469542 -3.575900 0.127 0.046 0.056 -0.270
C -3.295994 4.183742 -2.270100 -0.156 -0.056 -0.174 0.014
C -2.147994 4.743442 -1.762300 0.120 0.250 -0.089 -0.014
C -1.393894 5.632742 -2.540700 -1.144 -0.737 -0.501 -0.311
C -1.859694 5.980842 -3.810100 0.335 -0.171 0.513 -0.025
C -2.988994 5.388442 -4.335100 -0.396 -0.267 -0.181 -0.016
N -0.245294 6.281442 -2.110500 0.464 1.027 -0.084 0.069
N 0.624906 5.788342 -1.391600 0.693 1.263 -0.045 0.070
C 0.736506 4.470442 -0.996800 -0.009 -1.561 0.754 -0.249
C 1.096206 4.272742 0.330500 -0.348 0.413 -0.896 -0.009
C 1.249106 3.008242 0.870700 -0.062 -1.029 -0.108 0.006
C 1.093306 1.863442 0.088600 0.047 1.558 -0.113 -0.378
O 1.260306 0.659342 0.564400 -0.008 0.878 0.240 -0.366
C 0.772906 2.037242 -1.299100 0.095 0.771 0.346 -0.180
N 0.643606 0.902042 -2.026800 0.169 0.117 -0.247 -0.015
C 0.377106 1.003042 -3.308200 0.045 -0.304 -0.045 -0.100
C 0.291406 2.233942 -3.970200 0.076 0.394 0.203 -0.011
C 0.435006 3.394442 -3.253100 -0.052 -0.226 -0.262 0.017
C 0.619706 3.335642 -1.857400 0.202 -0.286 0.349 -0.082
H -6.102294 3.360742 -5.475500 0.069 0.067 -0.023 0.095
H -4.449194 3.701742 -6.046600 -0.043 0.031 0.050 0.097
H -5.517094 5.041342 -5.535000 0.010 -0.042 -0.006 0.095
H -3.885294 3.503542 -1.675000 -0.085 -0.095 0.033 0.121
H -1.838094 4.514442 -0.751700 -0.003 -0.040 0.006 0.121
H -1.291394 6.687642 -4.396100 0.028 0.133 0.004 0.116
H -3.306694 5.651242 -5.331900 -0.030 0.005 -0.071 0.103
H 1.208006 5.147842 0.951800 0.085 0.106 0.054 0.117
H 1.486806 2.892942 1.917400 0.055 -0.083 0.117 0.120
H 0.244606 0.078142 -3.858000 0.034 -0.140 0.116 0.114
H 0.132306 2.251342 -5.037500 -0.022 0.009 -0.048 0.111
H 0.417506 4.348642 -3.757300 -0.033 0.028 -0.018 0.114
```
Positions in Å, forces in eV/Å.

Computed properties:
**E**: -5078.47541 hartree
**Frontier orbital gap**: 6.962 eV
**Energy relative to the best compared isomer or geometry (same formula, charge and spin)**: 127.0 kJ/mol
**Net charge**: 0

(2)
Entry from the OMol25 dataset: a structure of composition C47H39IrN5OS4Te (ωB97M-V with the def2-TZVPD basis set).

```
98
Properties=species:S:1:pos:R:3:forces:R:3:lowdin_charge:R:1
Ir 0.001734 -0.356540 0.084580 -0.539 -0.148 -0.518 0.598
N 1.983141 -0.344653 -0.351831 0.344 -0.128 0.175 -0.460
S 3.217767 0.296093 0.087558 -0.273 -0.088 -0.109 0.776
N 3.413918 1.936675 -0.036279 0.122 0.048 -0.029 -0.357
S 2.616242 2.784324 -1.049387 -0.002 -0.037 0.110 0.883
N 1.420005 3.600314 -0.532971 -0.106 0.082 -0.164 -0.356
S 0.317589 3.013166 0.546319 -0.140 -0.124 -0.022 0.761
N 0.048077 1.607220 0.749814 0.373 0.111 0.366 -0.396
C -1.106992 3.932070 -0.018518 0.003 -0.014 -0.001 -0.303
C -2.322522 3.457825 0.456490 0.002 -0.045 -0.009 -0.056
C -3.489740 4.095768 0.068771 -0.002 0.014 -0.005 -0.058
C -3.434450 5.187172 -0.787858 -0.001 -0.008 0.003 -0.063
C -2.213219 5.643757 -1.263914 0.000 0.003 0.004 -0.064
C -1.036873 5.016633 -0.880634 0.038 0.054 0.021 -0.072
C 0.815710 3.878336 2.026940 0.009 -0.042 0.001 -0.298
C 1.144184 5.227704 1.985119 0.030 -0.004 -0.035 -0.060
C 1.530700 5.856388 3.154982 0.004 0.008 0.007 -0.061
C 1.587781 5.136694 4.344309 0.004 0.006 0.015 -0.059
C 1.250746 3.792953 4.369525 -0.015 -0.020 -0.023 -0.058
C 0.853741 3.149807 3.202684 -0.114 0.011 0.010 -0.069
C 2.151030 1.851244 -2.483200 -0.030 0.012 0.005 -0.329
C 3.150634 1.386555 -3.326612 0.042 -0.024 0.020 -0.063
C 2.793626 0.574471 -4.389541 -0.001 -0.004 -0.013 -0.048
C 1.462162 0.229624 -4.585583 -0.005 -0.005 0.009 -0.042
C 0.475655 0.705624 -3.732937 0.015 0.014 0.004 -0.049
C 0.815896 1.532322 -2.673971 -0.046 0.063 -0.058 -0.076
C 3.742318 4.004796 -1.653518 -0.048 0.017 0.014 -0.310
C 4.921539 4.233141 -0.965118 0.015 -0.033 0.004 -0.050
C 5.767829 5.234021 -1.421540 0.003 -0.010 0.008 -0.052
C 5.427618 5.976743 -2.542058 -0.004 0.004 -0.002 -0.053
C 4.237170 5.732627 -3.217476 -0.004 -0.004 -0.003 -0.051
C 3.379430 4.742007 -2.772294 -0.033 0.011 -0.014 -0.055
C 4.564220 -0.326886 -0.899028 0.014 0.080 -0.018 -0.335
C 4.310108 -1.408158 -1.723176 -0.017 -0.034 0.023 -0.063
C 5.321989 -1.863488 -2.558080 -0.009 -0.008 0.006 -0.057
C 6.559073 -1.236780 -2.558109 0.008 0.012 0.001 -0.061
C 6.801793 -0.156954 -1.714999 0.003 -0.010 -0.001 -0.060
C 5.800038 0.305199 -0.878273 0.027 0.003 0.057 -0.069
C 3.823394 0.157197 1.762636 0.033 0.054 -0.008 -0.304
C 4.521295 -0.988750 2.114694 -0.072 -0.067 0.013 -0.059
C 4.970285 -1.125758 3.418932 0.010 -0.004 -0.020 -0.056
C 4.722855 -0.124439 4.349031 -0.018 -0.025 0.011 -0.065
C 4.006866 1.007640 3.986286 -0.059 -0.016 0.017 -0.064
C 3.546354 1.152094 2.687422 0.051 0.011 -0.020 -0.061
H -2.343284 2.583517 1.095741 0.005 -0.001 0.003 0.107
H -4.443858 3.736408 0.429927 -0.002 -0.002 -0.001 0.111
H -4.348192 5.680165 -1.092104 -0.001 0.002 0.002 0.111
H -2.175217 6.488799 -1.938277 0.001 -0.001 -0.001 0.110
H -0.079898 5.358097 -1.249540 -0.011 -0.003 -0.011 0.099
H 1.104352 5.774765 1.052273 0.007 -0.003 0.001 0.109
H 1.788668 6.906798 3.142366 0.001 0.001 -0.003 0.111
H 1.891310 5.633215 5.256690 0.000 0.000 0.001 0.111
H 1.283021 3.235520 5.294979 -0.009 -0.025 0.037 0.102
H 0.573765 2.102533 3.198508 -0.007 -0.034 0.005 0.093
H 4.189300 1.642627 -3.152906 -0.006 0.009 -0.007 0.125
H 3.557422 0.206578 -5.061128 0.002 -0.004 0.000 0.116
H 1.191219 -0.412456 -5.413055 -0.001 -0.003 0.001 0.115
H -0.559020 0.431305 -3.885341 -0.003 -0.003 -0.003 0.117
H 0.052902 1.917433 -2.009087 0.006 0.005 -0.012 0.094
H 5.162872 3.640737 -0.093557 0.002 -0.001 0.002 0.106
H 6.694147 5.430647 -0.899340 0.000 -0.001 0.002 0.115
H 6.093710 6.752941 -2.894352 0.001 -0.002 -0.002 0.114
H 3.978624 6.313377 -4.092171 -0.002 0.001 -0.001 0.115
H 2.448930 4.539904 -3.287926 0.001 0.000 0.000 0.124
H 3.328567 -1.863553 -1.707505 -0.008 0.010 -0.008 0.111
H 5.140376 -2.709341 -3.207516 -0.001 0.001 -0.005 0.113
H 7.343072 -1.591098 -3.214359 0.003 -0.009 0.008 0.111
H 7.772177 0.321046 -1.709925 -0.002 0.006 -0.003 0.111
H 5.973284 1.142209 -0.213838 0.001 0.009 -0.014 0.112
H 4.712720 -1.764818 1.384260 0.002 0.001 -0.001 0.122
H 5.520405 -2.011622 3.705607 0.001 -0.002 0.001 0.113
H 5.087278 -0.230626 5.362524 0.002 -0.002 -0.002 0.112
H 3.802589 1.782583 4.713905 0.000 0.003 -0.003 0.109
H 2.996485 2.032850 2.391315 0.039 0.005 0.000 0.086
O -2.041967 -0.309433 0.248498 0.093 -0.033 0.254 -0.352
N -2.647749 -1.494918 0.053961 0.139 -0.104 -0.255 -0.208
C -3.908997 -1.602484 0.520206 -0.038 -0.037 -0.022 -0.013
C -4.631229 -2.744430 0.322832 -0.008 0.042 0.004 -0.040
C -4.035320 -3.806554 -0.363434 0.013 -0.032 0.002 -0.049
C -2.746663 -3.682078 -0.815025 -0.015 0.021 -0.017 -0.071
C -2.022472 -2.501044 -0.604214 -0.014 0.155 0.103 -0.661
S -0.382481 -2.284530 -1.108027 -0.006 0.061 0.205 0.558
H -4.264136 -0.728055 1.042687 0.002 0.013 -0.010 0.140
H -5.638788 -2.806372 0.704844 0.005 -0.009 0.013 0.114
H -4.578093 -4.728555 -0.518879 -0.006 0.002 -0.012 0.116
H -2.244243 -4.492773 -1.322790 -0.002 0.007 -0.016 0.114
Te 0.224852 -1.947332 2.076641 0.210 0.099 0.020 1.018
C -0.139253 -0.609999 3.669884 -0.127 0.024 -0.045 -0.627
C -1.358271 0.059822 3.768213 -0.031 0.034 -0.049 -0.160
C -1.642422 0.846958 4.873442 0.034 0.011 -0.013 -0.087
C -0.715455 0.960450 5.903368 0.009 0.046 0.015 -0.100
C 0.500606 0.300800 5.810478 0.011 0.026 0.024 -0.099
C 0.790538 -0.476046 4.694270 0.030 -0.009 -0.001 -0.167
H -2.086530 -0.042144 2.971889 0.019 0.008 -0.009 0.080
H -2.594281 1.358655 4.941859 -0.002 0.005 0.004 0.104
H -0.945972 1.556357 6.777744 0.005 0.003 -0.010 0.105
H 1.225812 0.382643 6.611574 -0.005 -0.007 -0.001 0.105
H 1.739971 -0.991073 4.626422 0.051 0.001 -0.001 0.081
```
Positions in Å, forces in eV/Å.

Computed properties:
**E**: -4128.08644 hartree
**Frontier orbital gap**: 6.537 eV
**Energy relative to the best compared isomer or geometry (same formula, charge and spin)**: 0.0 kJ/mol
**Net charge**: +1